No. 1
The following is a quantum chemistry calculation of 2 unconnected molecules or ions with the total composition C4H9ClS in a non-equilibrium geometry, from the OMol25 dataset.

Positions of all 15 atoms, in Å:
C (0.78, -0.06, -2.04)
C (1.23, -0.40, 0.22)
C (1.11, 0.56, -0.88)
C (-2.55, 0.40, 0.67)
S (-3.72, 1.30, -0.25)
Cl (-2.21, -1.23, -0.07)
H (-2.91, 0.28, 1.80)
H (0.77, -1.06, -2.31)
H (0.49, 0.50, -2.91)
H (2.04, -0.16, 0.77)
H (1.40, -1.30, -0.30)
H (0.35, -0.50, 0.81)
H (1.37, 1.66, -0.89)
H (-1.66, 1.04, 0.76)
H (-4.55, 0.28, -0.14)

SMILES	C=CC.SCCl
relative energy (zero: lowest compared OMol25 entry of this formula, charge and spin)	53.9	kcal/mol
spin multiplicity	1

No. 2
The following is a quantum chemistry calculation of a molecular structure, C14H18N3O4PdS3, from the OMol25 dataset.

Positions of all 43 atoms, in Å:
Pd (-0.46, 0.73, -0.65)
C (1.23, -0.02, 1.16)
C (0.49, 1.09, 1.50)
C (0.65, 2.07, 0.42)
C (1.73, 1.57, -0.43)
C (1.99, 0.27, -0.03)
H (1.20, -0.98, 1.65)
H (-0.20, 1.19, 2.32)
H (0.29, 3.08, 0.43)
H (2.12, 2.08, -1.30)
H (2.61, -0.45, -0.54)
S (-0.67, 2.09, -2.50)
C (-0.13, 1.09, -3.84)
N (-0.48, 1.57, -5.03)
C (-0.18, 0.87, -6.28)
C (-0.10, -0.62, -5.99)
C (0.89, -0.86, -4.87)
N (0.57, 0.00, -3.72)
H (-1.02, 2.42, -5.06)
H (0.75, 1.24, -6.71)
H (-0.99, 1.09, -6.98)
H (0.21, -1.16, -6.88)
H (-1.09, -0.99, -5.70)
H (1.91, -0.64, -5.20)
H (0.86, -1.88, -4.51)
H (0.67, -0.45, -2.80)
S (-2.38, 1.74, 0.18)
C (-3.63, 0.53, 0.12)
N (-3.38, -0.76, 0.40)
C (-4.34, -1.69, 0.43)
C (-5.66, -1.34, 0.25)
C (-5.96, -0.01, -0.03)
C (-4.94, 0.92, -0.12)
H (-2.37, -1.11, 0.45)
H (-4.00, -2.70, 0.60)
H (-6.43, -2.10, 0.29)
H (-6.98, 0.29, -0.19)
H (-5.15, 1.95, -0.38)
O (0.59, -1.70, -1.49)
S (-0.83, -1.96, -1.15)
O (-1.38, -3.20, -1.60)
O (-1.59, -0.78, -1.76)
O (-0.96, -1.72, 0.32)

relative energy (zero: lowest compared OMol25 entry of this formula, charge and spin)	0.0	kcal/mol
net charge	+1
spin multiplicity	1

No. 3
The following is a quantum chemistry calculation of 3 unconnected molecules or ions with the total composition C12H25BrN2O5 in a non-equilibrium geometry, from the OMol25 dataset.

Positions of all 45 atoms, in Å:
C (5.53, -0.76, 0.73)
O (5.31, -0.20, -0.55)
C (4.28, 0.75, -0.57)
C (2.87, 0.16, -0.35)
O (2.19, 0.88, 0.67)
C (1.23, 0.09, 1.33)
C (0.05, -0.34, 0.41)
C (0.26, -1.71, -0.22)
O (0.58, -2.62, 0.39)
Br (-0.07, -1.87, -2.15)
H (6.41, -0.32, 1.24)
H (4.69, -0.62, 1.42)
H (5.77, -1.82, 0.59)
H (4.44, 1.60, 0.12)
H (4.29, 1.19, -1.58)
H (2.29, 0.11, -1.29)
H (2.99, -0.89, 0.00)
H (0.77, 0.74, 2.09)
H (1.66, -0.76, 1.88)
H (-0.82, -0.43, 1.07)
H (-0.19, 0.45, -0.30)
C (-1.61, 5.35, 2.89)
C (-1.09, 4.09, 2.25)
O (-1.81, 3.13, 2.02)
N (0.23, 4.04, 1.93)
C (1.24, 5.07, 2.13)
H (-2.67, 5.24, 3.08)
H (-1.10, 5.54, 3.83)
H (-1.47, 6.20, 2.22)
H (0.51, 3.17, 1.51)
H (1.67, 5.33, 1.16)
H (2.03, 4.68, 2.77)
H (0.82, 5.96, 2.58)
C (-3.26, -3.41, -2.03)
C (-4.59, -3.23, -2.72)
O (-5.15, -2.15, -2.78)
N (-5.17, -4.34, -3.27)
C (-4.66, -5.69, -3.29)
H (-2.92, -2.45, -1.64)
H (-3.35, -4.11, -1.20)
H (-2.51, -3.77, -2.75)
H (-6.05, -4.15, -3.71)
H (-4.54, -6.01, -4.33)
H (-5.37, -6.35, -2.80)
H (-3.70, -5.77, -2.79)

SMILES	COCCOCCC(=O)Br.CNC(C)=O.CNC(C)=O
spin multiplicity	1

no.,gap between HOMO and LUMO (eV),LUMO energy (eV)
1,10.054,0.8
2,6.283,-5.5
3,10.014,0.6